This record from OMol25 describes a structure of composition C25H65Br3N6O8P2 at a distorted geometry. The level of theory is ωB97M-V/def2-TZVPD.

The geometry in ORCA input format:
```
! RIJCOSX wB97M-V def2-TZVPD def2/J DEFGRID3
* xyz 0 1
C 2.1005 -0.8699 2.3842
Br 0.6737 -0.6835 1.1132
Br 1.8962 -2.2210 3.7267
Br 2.4690 0.7991 3.2703
H 3.0158 -1.1150 1.8852
O -4.6996 4.7176 4.5368
P -3.7069 4.2877 3.5343
N -4.3807 3.6597 2.1212
C -3.6173 3.5480 0.8608
C -5.6712 2.9929 2.1271
N -2.5791 3.0954 3.9204
C -3.0144 1.7203 3.6180
C -1.7406 3.2684 5.1221
N -2.6885 5.4830 3.0750
C -1.3588 5.1629 2.5752
C -3.0398 6.9010 3.1634
H -3.0162 2.6223 0.8045
H -3.0343 4.3789 0.7205
H -4.3586 3.5666 0.0609
H -6.3466 3.4593 1.4123
H -6.1271 3.0487 3.1141
H -5.6597 1.9368 1.8333
H -2.1842 1.0425 3.8540
H -3.8674 1.3642 4.2254
H -3.1487 1.5075 2.5625
H -1.4722 4.3066 5.2562
H -2.1785 2.8605 6.0050
H -0.8733 2.6549 4.9193
H -0.5618 5.7001 3.1211
H -1.2769 4.0459 2.6547
H -1.2182 5.3418 1.4832
H -3.4219 7.3984 2.2895
H -2.1105 7.4107 3.4332
H -3.8345 7.0112 3.9182
O -2.6987 -1.4603 0.7222
P -2.3719 -2.8645 1.0537
N -1.9371 -2.9040 2.6702
C -1.5367 -4.0536 3.3859
C -2.1627 -1.6394 3.4470
N -1.1720 -3.5117 0.1219
C -0.9022 -4.9583 -0.0062
C -0.7483 -2.7608 -1.0592
N -3.5891 -4.0771 0.9485
C -4.0556 -4.3068 -0.4606
C -4.7600 -3.9220 1.7996
H -0.7381 -4.5554 2.8785
H -2.3279 -4.8128 3.6438
H -1.0999 -3.7000 4.3199
H -2.8698 -1.9171 4.2550
H -2.5451 -0.8013 2.8591
H -1.1801 -1.3686 3.8964
H -1.0261 -5.3098 -1.0143
H 0.1552 -5.1595 0.1990
H -1.5985 -5.5404 0.5846
H -1.0355 -1.7308 -0.9863
H 0.3162 -2.9400 -1.2287
H -1.2563 -3.0160 -2.0031
H -4.8445 -3.6013 -0.8585
H -3.2443 -4.1335 -1.1972
H -4.3569 -5.3411 -0.6521
H -4.2906 -3.5996 2.7257
H -5.2831 -4.8530 1.9703
H -5.4062 -3.1293 1.4545
C 4.6459 4.6859 -0.1929
O 4.0760 4.3892 -1.4587
C 5.1442 4.2575 -2.4219
C 4.4709 4.2457 -3.7687
O 3.9000 2.9636 -3.9683
C 2.9818 2.8827 -4.9735
C 2.6091 1.4041 -5.0354
O 1.4551 1.2149 -5.7974
C 1.1405 -0.1890 -5.6944
H 5.2681 5.5537 -0.2303
H 5.2086 3.8278 0.1901
H 3.8288 4.8476 0.4953
H 5.7146 3.2818 -2.3006
H 5.8559 5.0579 -2.3303
H 5.2033 4.3613 -4.6413
H 3.8288 5.1003 -3.7964
H 3.4569 3.2221 -5.9001
H 2.0419 3.4386 -4.6746
H 2.3409 1.1442 -3.9835
H 3.4854 0.8957 -5.3392
H 0.7447 -0.5316 -4.6873
H 1.9732 -0.8126 -6.0464
H 0.2790 -0.3585 -6.3062
C 4.9723 0.3911 -0.2549
O 4.4793 -0.9470 0.0500
C 3.7600 -1.4591 -1.0868
C 4.0808 -2.8907 -1.3784
O 3.0688 -3.4626 -2.2038
C 3.3164 -4.8385 -2.5558
C 2.3098 -5.3855 -3.5103
O 1.0110 -5.4384 -2.9747
C 0.0545 -5.2944 -3.9801
H 5.1957 0.8592 0.6807
H 4.1038 0.9191 -0.7561
H 5.9119 0.2848 -0.8412
H 3.9523 -0.7958 -1.9268
H 2.7137 -1.5643 -0.8036
H 4.2013 -3.4227 -0.4610
H 5.0161 -2.9795 -1.9115
H 3.2193 -5.3296 -1.5667
H 4.3440 -4.9498 -2.9262
H 2.6019 -6.3885 -3.7650
H 2.2482 -4.8672 -4.4458
H 0.2601 -4.4993 -4.7046
H -0.8485 -5.0260 -3.4276
H -0.0283 -6.2340 -4.5589
*
```

Properties
HOMO = -8.423 eV
frontier orbital gap = 8.7 eV
LUMO level = 0.3 eV

---

This record from OMol25 describes the molecule C7H8N4 at a distorted geometry. The level of theory is ωB97M-V/def2-TZVPD.

The geometry in ORCA input format:
```
! RIJCOSX wB97M-V def2-TZVPD def2/J DEFGRID3
* xyz 0 1
C -2.7172 -0.8389 0.3374
N -2.2201 0.5503 -0.2568
C -0.8139 0.7744 -0.1229
N -0.4683 2.0048 -0.0537
C 0.8831 2.3850 -0.0140
C 1.9675 1.5588 0.0656
C 1.5091 0.1054 -0.0024
N 2.2211 -1.0841 0.0265
C 1.2722 -2.0125 -0.1107
N 0.0006 -1.6256 -0.2218
C 0.1456 -0.1907 -0.0740
H -2.2281 -0.8644 1.5388
H -2.3874 -1.6769 -0.5210
H -3.6212 -0.7158 0.1080
H -2.4234 0.8639 -0.9932
H 1.1985 3.3552 0.1309
H 2.8326 1.6165 0.3025
H 3.3244 -1.1803 -0.2016
H 1.5249 -3.0253 0.0625
*
```

Properties
HOMO = -8.309 eV
frontier orbital gap = 8.8 eV
structure (SMILES) = CNc1nccc2[nH]cnc12
ΔE to the lowest compared entry with this formula, charge and spin = 126.53 kcal/mol
LUMO level = 0.5 eV

---

This record from OMol25 describes the molecule C26H30N4O3. The level of theory is ωB97M-V/def2-TZVPD.

The geometry in ORCA input format:
```
! RIJCOSX wB97M-V def2-TZVPD def2/J DEFGRID3
* xyz 0 1
C 2.2987 -2.4700 -2.2352
C 1.6113 -3.8082 -1.9633
C 0.0791 -3.6918 -2.0753
N -0.4548 -2.6697 -1.2117
C -0.6149 -2.8776 0.1224
O -0.3893 -3.9553 0.6378
C -1.1111 -1.7021 0.8858
C -0.8126 -0.3894 0.5449
C -1.2845 0.6722 1.2953
C -2.0848 0.4460 2.4115
O -2.6344 1.3700 3.2322
C -2.5709 2.7774 3.0347
C -1.1785 3.3900 3.1972
C -1.3118 4.9201 3.1589
N -1.9864 5.4327 1.9881
C -1.1764 5.7123 0.8202
C -0.6361 4.5396 0.0298
C -1.3012 4.0459 -1.0910
C -0.7376 2.9980 -1.7991
C 0.4716 2.4738 -1.3681
C 1.0474 3.0192 -0.2307
N 0.5134 4.0206 0.4451
C -3.2667 4.8023 1.7692
C -3.2227 3.2658 1.7393
C -2.3663 -0.8800 2.7682
C -1.8804 -1.9299 2.0273
O 1.9859 -4.7778 -2.9295
C 3.1654 -5.4357 -2.8115
C 4.0937 -5.3012 -1.7833
C 5.2474 -6.0695 -1.8276
C 5.4405 -6.9343 -2.8901
N 4.5626 -7.0670 -3.8733
C 3.4649 -6.3464 -3.8350
H 3.3792 -2.5932 -2.2450
H 1.9902 -2.0859 -3.2055
H 2.0375 -1.7545 -1.4598
H 1.8479 -4.1584 -0.9508
H -0.3555 -4.6521 -1.7841
H -0.1903 -3.4752 -3.1099
H -0.6370 -1.7602 -1.5992
H -0.1737 -0.1659 -0.2986
H -1.0050 1.6670 0.9963
H -3.1883 3.1396 3.8706
H -0.5007 3.0704 2.4086
H -0.7536 3.0805 4.1533
H -0.3225 5.3750 3.2169
H -1.8937 5.2442 4.0308
H -0.3217 6.3020 1.1620
H -1.7824 6.3332 0.1521
H -2.2366 4.4841 -1.4057
H -1.2292 2.6028 -2.6768
H 0.9577 1.6720 -1.9024
H 1.9832 2.6416 0.1615
H -3.6915 5.1823 0.8379
H -3.9234 5.1129 2.5913
H -2.6634 2.9286 0.8678
H -4.2362 2.8670 1.6658
H -2.9722 -1.0494 3.6442
H -2.0903 -2.9499 2.3104
H 3.9351 -4.6239 -0.9579
H 5.9829 -5.9879 -1.0419
H 6.3273 -7.5477 -2.9667
H 2.7654 -6.4790 -4.6486
*
```

Properties
HOMO = -8.513 eV
frontier orbital gap = 8.9 eV
structure (SMILES) = C[C@@H](CNC(=O)c1ccc(OC2CCN(Cc3ccccn3)CC2)cc1)Oc1cccnc1
ΔE to the lowest compared entry with this formula, charge and spin = 63.87 kcal/mol
LUMO level = 0.4 eV

---

This record from OMol25 describes a structure of composition C59H38I4N7O2RuSe. The level of theory is ωB97M-V/def2-TZVPD.

The geometry in ORCA input format:
```
! RIJCOSX wB97M-V def2-TZVPD def2/J DEFGRID3
* xyz 0 2
Ru -0.0281 0.4064 0.3435
I -9.1965 3.2349 1.6759
C -7.3242 2.5825 1.0261
C -7.2362 1.5973 0.0530
C -5.9927 1.1661 -0.3792
C -4.8238 1.7085 0.1528
C -4.9365 2.6884 1.1406
C -6.1753 3.1326 1.5739
C -3.4859 1.2429 -0.2668
C -2.8414 -0.6520 1.0390
C -3.6368 -1.2460 2.0326
C -2.7961 -1.4160 3.1049
C -1.5059 -0.9335 2.7241
C -0.2897 -1.0602 3.4341
C -0.2566 -0.9946 4.9229
C -1.3936 -0.6962 5.6902
C -1.3404 -0.5704 7.0668
C -0.1297 -0.7000 7.7268
I -0.0396 -0.4940 9.7982
C 1.0281 -0.9072 6.9960
C 0.9622 -1.0281 5.6195
C 0.9268 -1.2572 2.7301
N 1.1692 -0.7764 1.4689
C 2.3534 -1.2909 1.0647
C 3.0615 -0.8804 -0.1014
C 4.3000 -1.6482 -0.4226
C 4.2080 -2.8444 -1.1263
C 5.3433 -3.5829 -1.4249
C 6.5840 -3.1202 -1.0128
I 8.2997 -4.2244 -1.4582
C 6.6951 -1.9318 -0.3077
C 5.5520 -1.2018 -0.0158
C 2.7316 0.1811 -0.8982
C 3.5337 0.6908 -1.9929
C 2.9225 1.7998 -2.4491
C 1.7060 1.9660 -1.6639
N 1.6160 0.9946 -0.7518
C 0.7263 2.9677 -1.8736
C -0.5808 2.8515 -1.4011
C -1.5651 3.9405 -1.4812
C -2.7122 3.4867 -0.9669
C -2.4851 2.0819 -0.6181
N -1.1535 1.7624 -0.8260
C 1.1070 4.1283 -2.7162
C 2.2969 4.8255 -2.4957
C 2.6726 5.8976 -3.2895
C 1.8513 6.2961 -4.3325
I 2.3961 7.9181 -5.5265
C 0.6737 5.6100 -4.5908
C 0.3180 4.5335 -3.7946
C 2.8507 -2.1979 2.0450
C 1.9838 -2.1502 3.0984
N -1.5788 -0.4907 1.4079
H -8.1326 1.1698 -0.3748
H -5.9335 0.4048 -1.1476
H -4.0362 3.0998 1.5818
H -6.2424 3.8919 2.3411
H -4.6690 -1.5382 1.9344
H -3.0357 -1.9462 4.0090
H -2.3386 -0.5075 5.2154
H -2.2425 -0.3460 7.6193
H 1.9882 -0.9479 7.4916
H 1.8914 -1.1087 5.0825
H 3.2353 -3.1971 -1.4481
H 5.2607 -4.5088 -1.9774
H 7.6646 -1.5753 0.0125
H 5.6320 -0.2740 0.5373
H 4.4442 0.2419 -2.3561
H 3.2317 2.4315 -3.2649
H -1.3713 4.9268 -1.8689
H -3.6571 4.0011 -0.9042
H 2.9601 4.5080 -1.6984
H 3.6005 6.4183 -3.0946
H 0.0427 5.9017 -5.4193
H -0.5864 3.9838 -4.0243
H 3.7430 -2.7951 1.9557
H 2.0260 -2.7444 3.9950
Se -4.1949 -2.6295 -1.3767
C -3.8297 -0.9406 -1.1377
N -3.2825 -0.1819 -0.2265
N 2.5355 5.2679 1.0692
C 2.0434 5.0627 2.3165
O 2.4439 5.6439 3.3036
C 0.9253 4.0653 2.3908
C -0.1592 4.3281 3.2164
C -1.1985 3.4161 3.2368
C -1.1109 2.2762 2.4582
N -0.0486 1.9951 1.6934
C 0.9491 2.8882 1.6640
H 3.2694 5.9451 0.9492
H 2.0852 4.8818 0.2573
H -0.1703 5.2306 3.8126
H -2.0790 3.5733 3.8441
H -1.9181 1.5547 2.4489
H 1.7895 2.6250 1.0350
C -0.6529 -3.2072 -0.2640
C -0.4966 -2.2199 -1.3811
O -0.0465 -1.0971 -1.1823
C -0.8338 -2.5967 -2.7709
C -0.9343 -1.5817 -3.7211
C -1.2973 -1.8879 -5.0200
C -1.5476 -3.2062 -5.3779
C -1.4412 -4.2213 -4.4373
C -1.0927 -3.9168 -3.1320
H -0.4958 -2.7113 0.6900
H 0.0999 -3.9912 -0.3863
H -1.6366 -3.6766 -0.2909
H -0.7453 -0.5607 -3.4152
H -1.3914 -1.1000 -5.7555
H -1.8327 -3.4436 -6.3948
H -1.6421 -5.2463 -4.7192
H -1.0329 -4.7055 -2.3937
*
```

Properties
HOMO (alpha / beta) = -6.699 / -6.698 eV
frontier orbital gap (alpha / beta) = 5.0 / 5.0 eV
ΔE to the lowest compared entry with this formula, charge and spin = 0.00 kcal/mol
LUMO level (alpha / beta) = -1.7 / -1.7 eV

---

This record from OMol25 describes a cluster of 2 separate species, C15H18N6O5 in total at a distorted geometry. The level of theory is ωB97M-V/def2-TZVPD.

The geometry in ORCA input format:
```
! RIJCOSX wB97M-V def2-TZVPD def2/J DEFGRID3
* xyz 0 1
N -2.7055 1.1969 1.9776
C -1.6362 1.6516 1.9676
C -0.3565 2.2162 1.9712
C 0.7645 1.4178 1.8416
C 2.0140 2.0252 1.8880
N 3.3314 1.5977 1.8813
O 3.6537 0.3874 1.7783
O 4.2162 2.6067 1.9992
N 3.4849 3.7022 2.0828
C 2.1718 3.3977 2.0249
C 1.0180 4.2201 2.1106
N 1.0931 5.6616 2.1625
O 2.1629 6.2201 1.8993
O 0.0685 6.2880 2.4614
C -0.2105 3.6150 2.0954
H 0.6660 0.3561 1.6575
H -1.0876 4.2381 2.1772
C -3.2283 -4.8151 0.7283
C -2.3867 -3.9358 -0.1803
C -2.5720 -2.4476 0.0921
N -1.9050 -1.6253 -0.8959
C -0.7577 -0.9365 -0.5736
C 0.0282 -0.2948 -1.6965
C 0.0691 -1.1463 -2.9823
C 1.4528 -0.8904 -3.6101
C 2.3157 -0.2736 -2.4928
N 1.4495 -0.1188 -1.3076
O -0.3759 -0.8270 0.5734
H -3.0650 -5.8778 0.5383
H -3.0003 -4.6255 1.7777
H -4.2928 -4.6208 0.5884
H -1.3215 -4.1844 -0.0844
H -2.6327 -4.1388 -1.2302
H -3.6343 -2.1831 0.1205
H -2.1650 -2.1822 1.0745
H -2.1795 -1.7825 -1.8676
H -0.4075 0.6914 -1.9125
H -0.0499 -2.1995 -2.7120
H -0.7530 -0.8957 -3.6623
H 1.8980 -1.8123 -3.9984
H 1.3690 -0.2058 -4.4615
H 3.1626 -0.9135 -2.2221
H 2.7296 0.6938 -2.7929
H 1.6038 0.7493 -0.7863
*
```

Properties
HOMO = -8.996 eV
frontier orbital gap = 6.9 eV
ΔE to the lowest compared entry with this formula, charge and spin = 0.00 kcal/mol
LUMO level = -2.1 eV

---

This record from OMol25 describes a structure of composition C10H16Cl2FO6Zr at a distorted geometry. The level of theory is ωB97M-V/def2-TZVPD.

The geometry in ORCA input format:
```
! RIJCOSX wB97M-V def2-TZVPD def2/J DEFGRID3
* xyz 3 1
Zr 9.0813 9.9133 5.8417
F 10.0622 8.0357 5.9931
Cl 8.8524 3.3044 5.0350
C 9.4208 4.7159 5.9352
C 9.6472 4.3386 7.4202
Cl 8.1211 4.3773 8.3589
H 8.7488 5.5635 5.8008
H 10.3787 4.9845 5.4896
H 10.3167 5.1103 7.8000
H 10.0042 3.3123 7.5061
C 6.6244 8.7079 11.9973
C 7.7047 8.1163 11.1385
C 7.2973 6.9799 10.2691
O 7.7306 7.3011 8.9925
C 8.0270 8.5229 8.9089
O 8.3339 9.0833 7.8585
O 8.0723 9.0431 10.1522
H 6.3477 8.0205 12.7968
H 5.6346 8.9149 11.5905
H 6.9977 9.5756 12.5411
H 8.5499 7.7997 11.7498
H 6.2177 6.9873 10.1189
H 7.6476 6.0080 10.6169
C 4.4813 5.5845 7.4906
C 5.1851 5.9081 6.1636
C 4.3858 6.7202 5.1545
O 5.2673 7.7767 4.7531
C 6.3415 7.7539 5.5733
O 7.3094 8.5090 5.4868
O 6.2171 6.8115 6.4892
H 3.5759 5.0774 7.1573
H 4.1339 6.5364 7.8921
H 4.9684 5.0538 8.3087
H 5.6618 5.0149 5.7598
H 3.4596 7.1431 5.5434
H 4.1270 6.1449 4.2656
*
```

Properties
HOMO = -18.371 eV
frontier orbital gap = 2.3 eV
ΔE to the lowest compared entry with this formula, charge and spin = 0.00 kcal/mol
LUMO level = -16.0 eV

---

This record from OMol25 describes a cluster of 2 separate species, C3H7BO3 in total at a distorted geometry. The level of theory is ωB97M-V/def2-TZVPD.

The geometry in ORCA input format:
```
! RIJCOSX wB97M-V def2-TZVPD def2/J DEFGRID3
* xyz 0 3
B 0.8003 0.1902 0.6263
C 0.7901 -1.1405 -0.2664
C -1.4369 -0.3845 -0.1601
C -0.6805 0.6754 0.5556
O -0.5367 -1.2725 -0.7896
O 1.7600 0.7252 1.3635
O -0.4504 2.0728 -1.0239
H 1.4778 -1.1414 -1.1196
H 1.0184 -2.0422 0.3224
H -2.0522 -0.9359 0.5730
H -2.1135 0.0181 -0.9213
H -1.2199 1.3750 1.1670
H 2.6326 0.3338 1.3355
H 0.0109 1.5266 -1.6625
*
```

Properties
HOMO (alpha / beta) = -7.190 / -9.535 eV
frontier orbital gap (alpha / beta) = 7.6 / 6.9 eV
ΔE to the lowest compared entry with this formula, charge and spin = 46.56 kcal/mol
LUMO level (alpha / beta) = 0.4 / -2.6 eV

---

This record from OMol25 describes a cluster of 6 separate species, C39H39F5N2O3 in total at a distorted geometry. The level of theory is ωB97M-V/def2-TZVPD.

The geometry in ORCA input format:
```
! RIJCOSX wB97M-V def2-TZVPD def2/J DEFGRID3
* xyz 0 1
C 0.2907 -0.8777 -1.9886
C -0.4707 -1.0633 -3.3202
C 0.4680 -1.2416 -4.5603
C 1.7323 -0.3608 -4.3875
N 2.3168 -0.1244 -5.7340
C 2.8541 1.1552 -5.8992
C 2.1697 2.2103 -6.3361
C 0.6999 2.1658 -6.6692
N 0.1391 3.4938 -7.0477
C 3.1501 3.3432 -6.4019
O 2.9740 4.4267 -6.7235
O 4.4192 2.8984 -6.0320
C 4.2814 1.5985 -5.6260
O 5.0816 0.9245 -5.1311
H 1.1740 -1.5293 -1.9372
H 0.6492 0.1595 -1.9164
H -0.3341 -1.0584 -1.1079
H -1.1193 -0.2025 -3.5434
H -1.1155 -1.9473 -3.2204
H -0.0742 -1.0031 -5.4891
H 0.7425 -2.3042 -4.6321
H 1.5196 0.6017 -3.9047
H 2.4490 -0.9675 -3.8210
H 1.6511 -0.2999 -6.4757
H 0.1899 1.8737 -5.7268
H 0.4275 1.4038 -7.4097
H 0.2315 4.0426 -6.1934
H -0.8638 3.3138 -7.1340
F -3.2016 2.5915 -7.4578
C -3.5950 2.4746 -8.7440
C -3.4986 3.5695 -9.5793
C -3.8986 3.4459 -10.9021
C -4.3973 2.2360 -11.3675
C -4.4915 1.1466 -10.5120
C -4.0828 1.2629 -9.1909
H -3.1143 4.5060 -9.1954
H -3.8216 4.2940 -11.5699
H -4.7127 2.1432 -12.3991
H -4.8837 0.2048 -10.8734
H -4.1405 0.4228 -8.5106
F -1.4355 -3.4835 -0.4180
C -2.0613 -3.1328 0.7220
C -3.4102 -2.8396 0.6889
C -4.0530 -2.4832 1.8662
C -3.3392 -2.4153 3.0559
C -1.9824 -2.7085 3.0709
C -1.3378 -3.0749 1.8972
H -3.9474 -2.8905 -0.2495
H -5.1116 -2.2578 1.8554
H -3.8420 -2.1328 3.9723
H -1.4251 -2.6507 3.9971
H -0.2820 -3.3149 1.8896
F -2.1889 0.4677 0.1498
C -2.2865 1.2111 1.2686
C -3.1024 2.3258 1.2688
C -3.2054 3.0874 2.4250
C -2.4857 2.7313 3.5587
C -1.6660 1.6098 3.5391
C -1.5691 0.8412 2.3889
H -3.6491 2.5909 0.3728
H -3.8470 3.9591 2.4411
H -2.5646 3.3288 4.4583
H -1.1040 1.3352 4.4168
H -0.9423 -0.0410 2.3585
F -1.0378 -0.4971 5.5924
C -0.1100 -0.3060 6.5546
C 1.1621 0.0910 6.1922
C 2.1141 0.2925 7.1823
C 1.7858 0.0851 8.5156
C 0.5023 -0.3188 8.8610
C -0.4559 -0.5112 7.8754
H 1.4011 0.2399 5.1463
H 3.1132 0.6111 6.9132
H 2.5267 0.2388 9.2814
H 0.2469 -0.4847 9.8997
H -1.4637 -0.8177 8.1253
F 4.3211 -0.6112 9.9128
C 4.7910 -1.8737 9.8497
C 5.3622 -2.3212 8.6751
C 5.8492 -3.6190 8.6129
C 5.7496 -4.4526 9.7193
C 5.1677 -3.9874 10.8911
C 4.6888 -2.6869 10.9607
H 5.4232 -1.6586 7.8213
H 6.3060 -3.9804 7.7007
H 6.1265 -5.4662 9.6672
H 5.0864 -4.6381 11.7522
H 4.2395 -2.3032 11.8678
*
```

Properties
HOMO = -9.146 eV
frontier orbital gap = 9.2 eV
structure (SMILES) = CCCCNC1=C(CN)C(=O)OC1=O.Fc1ccccc1.Fc1ccccc1.Fc1ccccc1.Fc1ccccc1.Fc1ccccc1
LUMO level = 0.1 eV